153
Properties=species:S:1:pos:R:3:forces:R:3:mulliken_charge:R:1 method="wB97M-V/def2-TZVPD" max_force_ev_per_a=1.5 e_homo_ha=-0.361 homo_lumo_gap_ha=0.1950 e_lumo_ev=-4.52 multiplicity=1 charge=+1 de_lowest_kcal_mol=0.0
Cd 2.0015 2.9119 -3.3701 -1.08 -0.96 0.35 -0.179
C 1.2695 0.4076 -1.1961 0.43 0.13 0.47 -0.915
O 1.2900 1.4097 -2.1508 -0.38 0.31 -0.64 1.201
H 0.4409 0.5524 -0.4852 -0.05 -0.03 -0.13 0.115
H 1.1664 -0.6048 -1.6051 -0.05 0.05 -0.13 -0.231
H 2.1901 0.4151 -0.5827 -0.05 -0.16 -0.07 0.132
C 0.2323 -6.8283 3.4527 0.23 -0.61 0.08 -0.947
O -0.6176 -5.8443 2.9397 -0.10 0.19 -0.25 -0.225
C -1.9722 -6.2680 2.8936 0.31 -0.18 0.28 -1.022
C -2.7883 -5.0741 2.5029 0.24 0.50 -0.07 0.499
N -2.6113 -4.0005 3.4816 -0.15 -0.01 -0.45 -0.434
C -3.1496 -2.7343 2.9800 0.45 0.13 0.46 -1.136
C -2.1772 -1.9935 2.0814 -0.29 -0.10 -0.51 0.593
O -1.0549 -1.6698 2.8722 -0.01 0.34 0.11 -0.531
C -0.1100 -0.8981 2.1802 -0.11 -0.23 -0.36 0.529
H 0.0344 -7.8151 3.0054 -0.08 0.12 0.01 0.338
H 0.1251 -6.9277 4.5402 0.02 0.04 -0.04 0.334
H 1.2630 -6.5796 3.2049 -0.03 0.21 0.07 0.230
H -2.2650 -6.6409 3.8838 -0.08 -0.05 -0.09 0.532
H -2.0619 -7.0681 2.1464 -0.16 -0.05 0.12 0.362
H -3.8503 -5.3172 2.4478 -0.01 -0.14 -0.08 0.497
H -2.4304 -4.7763 1.5011 -0.22 0.00 0.00 -0.501
H -1.6093 -3.8674 3.5878 -0.04 -0.06 0.25 0.333
H -3.3064 -2.0570 3.8267 -0.20 -0.16 0.03 0.410
H -4.1116 -2.8984 2.4944 0.01 -0.01 -0.09 0.370
H -2.6771 -1.0956 1.6765 0.20 0.10 0.14 0.254
H -1.8572 -2.5805 1.2095 -0.05 -0.08 0.08 -0.235
H 0.7351 -0.7352 2.8443 0.05 0.04 -0.01 0.214
H -0.5297 0.0625 1.8433 -0.02 0.03 0.19 0.129
H 0.2217 -1.4231 1.2692 0.11 0.01 0.12 -0.556
C 2.1317 -9.2739 -1.5939 0.43 0.15 0.18 -0.826
O 1.4905 -8.0793 -1.2120 0.26 -0.05 0.05 -0.257
C 0.1032 -8.2377 -1.0867 -0.32 -0.43 -0.14 -0.852
C -0.5123 -6.9225 -0.6725 -1.01 -0.12 -0.07 0.322
N 0.0080 -5.8054 -1.4275 0.23 0.06 -0.02 -0.438
C -0.2906 -4.5436 -0.7815 0.20 0.10 0.36 0.406
C 0.5774 -3.4418 -1.3174 -0.12 0.59 -0.67 0.549
O 1.9243 -3.8097 -1.1258 0.11 -0.21 0.33 -0.415
C 2.8590 -2.9701 -1.7190 0.70 0.53 -0.60 -0.596
H 1.9693 -10.0527 -0.8404 -0.12 -0.12 -0.17 0.311
H 3.2027 -9.0723 -1.6320 -0.06 0.05 0.01 0.235
H 1.8235 -9.6098 -2.5891 -0.21 -0.07 0.08 0.327
H -0.1433 -9.0129 -0.3431 0.12 0.12 0.09 0.391
H -0.3192 -8.6196 -2.0288 0.06 0.30 -0.10 0.426
H -0.4678 -6.7920 0.4206 0.49 0.12 -0.04 -0.365
H -1.5928 -6.9877 -0.8781 0.08 -0.10 0.03 0.186
H 1.0164 -5.8974 -1.4858 -0.01 -0.04 0.02 0.485
H -0.0849 -4.5958 0.3031 -0.17 -0.03 0.01 0.070
H -1.3354 -4.2578 -0.9163 -0.04 -0.06 -0.01 -0.293
H 0.3330 -2.4858 -0.8275 0.10 -0.15 0.25 -0.537
H 0.3973 -3.2495 -2.3916 0.02 -0.29 0.05 0.157
H 3.8433 -3.4416 -1.7352 -0.16 -0.30 0.22 0.374
H 3.0036 -2.0109 -1.1974 -0.31 -0.07 0.10 -0.018
H 2.6350 -2.7510 -2.7745 -0.25 -0.01 0.12 0.319
C -4.2603 -3.7470 -0.7648 -0.20 0.03 0.14 -0.954
O -3.2346 -2.7868 -0.8916 0.07 -0.13 0.05 -0.085
C -3.6655 -1.5750 -1.4690 -0.23 -0.16 -0.09 -1.058
C -2.4775 -0.9320 -2.1431 0.78 0.49 -0.40 0.399
N -2.9019 0.0699 -3.1098 -0.51 0.16 0.43 -0.184
C -1.8927 0.7842 -3.8801 -0.88 -0.32 -0.31 -0.001
C -0.8286 -0.0898 -4.5124 0.45 -0.12 0.93 0.451
O -1.4463 -1.0474 -5.3212 -0.37 0.22 -0.10 -0.421
C -0.5161 -1.7998 -6.0402 0.62 -0.49 -0.59 -0.678
H -4.6611 -4.0343 -1.7433 -0.04 0.11 0.01 0.402
H -5.0705 -3.3719 -0.1272 -0.04 -0.04 -0.09 0.371
H -3.8489 -4.6377 -0.2949 0.14 0.06 0.01 0.168
H -4.0652 -0.8878 -0.7098 -0.05 -0.12 0.03 0.293
H -4.4865 -1.7726 -2.1731 0.17 0.05 -0.15 0.535
H -1.8211 -1.6635 -2.6337 -0.27 -0.39 0.30 0.235
H -1.8745 -0.4547 -1.3577 0.08 0.05 -0.16 -0.275
H -3.5836 -0.3374 -3.7349 0.10 -0.08 -0.06 0.378
H -1.4674 1.5795 -3.2638 0.29 -0.07 -0.08 -0.735
H -2.4857 1.2121 -4.6967 0.30 0.38 0.03 0.415
H -0.2599 -0.5941 -3.7123 0.08 0.05 -0.13 -0.449
H -0.0787 0.5102 -5.0607 -0.21 0.04 -0.17 0.445
H -0.9986 -2.6191 -6.5718 -0.34 0.11 0.18 0.296
H 0.2473 -2.2492 -5.3927 0.00 0.17 0.05 0.208
H -0.0212 -1.1902 -6.8124 0.07 0.04 0.21 0.294
C -2.5364 2.4571 -0.6267 0.14 -0.03 -0.17 0.252
O -3.2054 3.4306 0.1335 -0.18 0.10 -0.18 -0.490
C -2.3298 4.1713 0.9507 0.02 -0.55 0.58 0.409
C -2.9914 5.4422 1.3968 -0.40 0.83 -0.31 -0.957
N -3.6188 6.1009 0.2527 0.61 -0.11 -0.21 -0.114
C -4.6932 7.0093 0.5507 -0.64 0.24 0.33 -0.745
C -4.1977 8.3368 1.0889 0.42 -0.01 -0.07 -0.367
O -5.2861 9.2257 1.1228 0.05 -0.20 -0.11 -0.326
C -4.9672 10.4920 1.6301 0.02 0.68 0.23 -0.720
H -1.7285 2.9594 -1.1797 0.17 -0.38 0.00 -0.321
H -3.2086 2.0003 -1.3527 -0.18 0.14 0.09 0.232
H -2.1371 1.6474 -0.0019 0.18 0.14 0.02 -0.048
H -1.3924 4.4077 0.4268 -0.10 -0.08 -0.19 -0.394
H -2.0814 3.5726 1.8396 0.23 0.07 -0.10 0.377
H -2.2068 6.0991 1.7866 -0.03 -0.08 0.22 0.292
H -3.7105 5.2783 2.2111 -0.03 -0.20 -0.08 0.388
H -3.8969 5.4106 -0.4265 -0.21 -0.15 0.15 0.240
H -5.4084 6.6085 1.2912 0.14 -0.10 -0.03 0.291
H -5.2950 7.1984 -0.3398 0.22 0.02 -0.14 0.367
H -3.3961 8.7401 0.4508 -0.11 -0.08 -0.10 0.293
H -3.7365 8.1800 2.0784 -0.24 0.17 0.07 0.320
H -5.5830 11.2494 1.1408 -0.17 -0.21 0.01 0.262
H -3.9294 10.7927 1.4393 0.03 -0.27 -0.01 0.314
H -5.1553 10.5492 2.7079 0.10 -0.05 -0.01 0.263
C 3.4082 -2.3677 2.1768 -1.03 0.06 -1.07 -0.417
O 3.5312 -1.2628 3.0343 0.16 -0.22 0.20 -0.428
C 3.5933 -0.0675 2.3087 -0.03 0.77 0.11 0.301
C 3.7401 1.0926 3.2786 0.38 -0.35 0.05 -0.844
N 5.0047 0.9228 4.0300 -1.08 0.02 0.23 -0.339
C 5.2640 2.0049 4.9912 0.12 -0.03 -0.63 -0.929
C 4.3498 2.0926 6.1872 0.47 0.10 0.78 -0.436
O 3.0941 2.6011 5.8196 -0.30 -0.10 -0.11 -0.279
C 2.2076 2.7736 6.9087 -0.17 -0.24 0.24 -0.805
H 4.2031 -2.3995 1.4219 0.29 -0.20 0.35 0.348
H 2.4805 -2.2789 1.5768 0.12 0.05 0.15 -0.076
H 3.2892 -3.2998 2.7192 0.45 0.09 0.30 0.298
H 2.6640 0.0745 1.7324 0.12 -0.10 -0.12 -0.231
H 4.4610 -0.0482 1.6317 -0.09 -0.24 -0.08 0.526
H 2.8670 1.1145 3.9367 -0.04 0.15 -0.04 0.315
H 3.7751 2.0266 2.7102 -0.01 0.04 0.04 0.335
H 4.7998 0.0832 4.5717 0.59 -0.10 -0.06 0.242
H 5.2147 2.9482 4.4372 0.06 0.02 0.09 0.327
H 6.2947 1.8811 5.3281 -0.03 0.06 0.16 0.375
H 4.7850 2.7491 6.9588 0.15 0.06 -0.22 0.507
H 4.2917 1.1094 6.6856 -0.30 -0.03 -0.24 0.373
H 2.6092 2.3606 7.8390 0.12 0.06 -0.07 0.379
H 1.2766 2.2343 6.7166 0.00 0.13 -0.12 0.250
H 1.9923 3.8315 7.0697 0.02 0.01 -0.07 0.250
C 5.0760 1.8631 -3.2109 0.40 0.16 -0.05 -0.779
O 3.9946 2.6608 -2.6951 1.51 0.06 0.08 -0.074
C 4.3960 3.4234 -1.5446 -0.21 -0.04 0.01 -0.494
C 3.1746 4.0425 -0.8461 0.16 -0.70 -0.22 -0.595
N 2.2120 4.5558 -1.8426 -0.13 0.93 0.34 -0.107
C 0.7998 4.7136 -1.3732 0.64 0.05 0.61 -0.435
C -0.1224 4.9391 -2.5523 0.39 0.35 0.26 -0.646
O -0.0249 3.8437 -3.4697 -0.30 0.43 -0.21 0.261
C -0.7496 4.0920 -4.6815 -0.09 0.06 -0.35 -0.992
H 5.9543 2.4863 -3.4013 -0.10 0.10 0.13 0.341
H 4.7853 1.4231 -4.1591 -0.26 -0.14 0.13 0.234
H 5.3370 1.0937 -2.4863 -0.09 -0.11 -0.06 0.289
H 5.1045 4.1982 -1.8496 0.00 -0.04 -0.14 0.475
H 4.9029 2.7281 -0.8740 0.01 0.16 0.19 0.432
H 3.5636 4.8153 -0.1812 -0.26 0.05 0.10 0.387
H 2.6695 3.2740 -0.2608 -0.03 0.03 0.01 0.201
H 2.5227 5.4932 -2.0864 0.03 -0.13 -0.34 0.156
H 0.7565 5.5697 -0.6927 -0.28 0.07 -0.14 0.495
H 0.5319 3.8476 -0.7670 -0.03 -0.23 -0.35 0.056
H 0.1936 5.8553 -3.0668 -0.14 0.00 -0.07 0.610
H -1.1435 5.0828 -2.1939 -0.09 -0.18 -0.13 0.472
H -0.5589 3.2614 -5.3578 -0.10 -0.10 0.11 0.275
H -0.4176 5.0144 -5.1684 0.09 0.01 0.17 0.347
H -1.8175 4.1712 -4.4817 0.00 -0.11 0.10 0.283
O 2.7321 -0.5090 -4.2790 0.19 0.09 0.17 -0.631
H 2.6345 0.2363 -4.8769 -0.14 -0.12 -0.17 0.264
H 2.3254 -0.2175 -3.4494 -0.13 0.09 -0.02 0.142